[1]
51
Properties=species:S:1:pos:R:3:forces:R:3 method="wB97M-V/def2-TZVPD" charge=0 e_above_lowest_ev=0.0000 energy_ev=-40519.5009 homo_ev=-6.82
Tl 0.5994 -0.7436 -0.1574 0.6 -0.1 -0.2
C -0.6927 -0.2606 -4.6221 -0.1 0.1 0.1
C -1.6698 0.7207 -4.5990 0.1 -0.1 0.1
C -2.3240 0.9911 -3.4103 0.1 -0.1 0.1
C -1.9591 0.2903 -2.2597 0.2 0.0 -0.7
N -1.0449 -0.6764 -2.3040 -0.3 0.0 0.2
C -0.4384 -0.9456 -3.4433 0.1 0.0 -0.4
C -2.5340 0.5872 -0.9338 -0.5 0.3 0.4
C -3.6532 1.4108 -0.7872 0.1 -0.1 0.0
C -4.1447 1.6566 0.4810 0.2 -0.1 0.0
C -3.5166 1.0707 1.5642 0.1 -0.1 -0.1
C -2.4006 0.2598 1.3421 -0.6 0.4 -0.2
N -1.9357 0.0365 0.1172 0.0 0.1 0.0
C -1.6797 -0.3925 2.4526 0.2 -0.2 0.7
C -1.8799 -0.0448 3.7897 0.1 0.0 -0.1
C -1.0959 -0.6395 4.7634 0.1 0.0 -0.1
C -0.1583 -1.5873 4.3885 -0.1 0.1 -0.1
C -0.0686 -1.9090 3.0427 0.1 -0.1 0.3
N -0.7961 -1.3268 2.1093 -0.3 0.0 -0.1
H -0.1317 -0.4753 -5.5173 0.0 -0.1 -0.1
H -1.9047 1.2842 -5.4900 0.0 0.0 -0.1
H -3.0813 1.7574 -3.3902 0.0 0.1 0.1
H 0.2896 -1.7455 -3.4113 0.1 0.0 0.0
H -4.1424 1.8496 -1.6391 0.0 0.0 -0.1
H -4.9995 2.3031 0.6238 0.0 0.0 0.0
H -3.8993 1.2399 2.5558 0.0 0.0 0.1
H -2.6088 0.6949 4.0789 0.0 0.1 0.0
H -1.2013 -0.3502 5.7985 0.0 0.0 0.1
H 0.4964 -2.0476 5.1113 0.0 -0.1 0.1
H 0.6223 -2.6654 2.6957 0.1 0.0 0.0
C 1.9015 5.2369 -4.1919 -0.1 -0.1 -0.3
O 2.2229 5.6332 -2.8826 0.0 -0.2 0.5
C 1.9453 4.7630 -1.8645 -0.1 -0.1 0.0
C 2.3070 5.2076 -0.5760 0.1 0.3 0.1
C 2.0631 4.4153 0.5069 0.1 0.1 -0.1
C 1.4939 3.1267 0.4125 -0.1 -0.2 -0.4
C 1.3110 2.2913 1.5636 0.0 -0.2 0.5
C 1.6621 2.7860 2.9659 0.0 -0.1 -0.2
O 0.8682 1.1300 1.5364 0.0 0.2 0.2
C 1.1265 2.6543 -0.9069 0.1 0.2 0.2
O 0.6223 1.5227 -1.1529 -0.3 -0.3 -0.2
C 1.3533 3.5396 -2.0092 0.0 0.1 -0.4
H 2.2175 6.0534 -4.8411 0.0 -0.1 0.0
H 0.8248 5.0717 -4.3159 0.1 0.0 0.1
H 2.4271 4.3190 -4.4788 0.0 0.1 0.1
H 2.7690 6.1773 -0.4819 0.0 0.1 0.1
H 2.3312 4.8089 1.4739 0.1 0.0 0.1
H 2.1717 3.7401 3.0138 0.0 0.0 0.0
H 2.2859 2.0265 3.4373 0.0 0.0 0.0
H 0.7360 2.8449 3.5387 0.0 0.0 0.0
H 1.0401 3.1667 -2.9728 0.0 -0.1 -0.1



[2]
52
Properties=species:S:1:pos:R:3:forces:R:3 method="wB97M-V/def2-TZVPD" smiles="COc1ccc(OC)c(NC(=O)CSc2nc3ccccc3c3nc4ccccc4n23)c1" charge=0 e_above_lowest_ev=0.0186 energy_ev=-48151.7193 homo_ev=-7.63
C 2.7126 2.6772 0.2582 0.2 -0.1 0.1
O 1.5369 3.3022 -0.2154 -0.2 0.2 -0.1
C 0.3464 2.7045 0.0406 -0.5 0.0 -0.1
C -0.7700 3.2481 -0.5883 0.4 0.0 0.1
C -2.0223 2.6884 -0.4170 -0.1 -0.2 0.1
C -2.1878 1.5684 0.3807 0.2 0.0 0.1
O -3.3748 0.9089 0.5917 0.4 -0.1 0.2
C -4.5030 1.3341 -0.1323 -0.2 0.0 -0.1
C -1.0662 1.0284 1.0300 -0.2 0.2 -0.1
N -1.2790 -0.1473 1.7646 -0.5 0.2 0.0
C -0.3568 -0.9132 2.3931 -0.1 -0.2 0.4
O 0.7775 -0.5768 2.6564 0.1 0.1 0.0
C -0.8667 -2.3019 2.7430 0.1 -0.3 -0.2
S -1.2620 -3.3071 1.2403 0.0 0.0 0.0
C -0.6932 -2.2174 -0.0495 -0.9 -0.6 0.2
N -1.5901 -1.7527 -0.8324 -0.3 -0.5 0.4
C -1.2649 -0.8030 -1.7629 0.7 0.5 -0.4
C -2.2611 -0.3212 -2.6160 0.1 0.0 -0.1
C -1.9747 0.7046 -3.4872 -0.1 -0.1 0.0
C -0.6996 1.2690 -3.5289 0.1 0.0 0.0
C 0.2998 0.7992 -2.7083 0.0 -0.1 0.0
C 0.0310 -0.2463 -1.8234 -0.7 -0.1 -0.3
C 1.0154 -0.8163 -0.9631 0.5 -0.2 0.3
N 2.2750 -0.5243 -0.8440 -0.1 0.4 -0.5
C 2.7849 -1.4103 0.0687 -0.5 -0.6 0.3
C 4.0865 -1.5352 0.5389 -0.1 0.0 0.0
C 4.3485 -2.5486 1.4354 0.2 0.1 0.0
C 3.3517 -3.4322 1.8502 -0.1 -0.1 0.1
C 2.0507 -3.3216 1.4023 0.0 -0.1 0.1
C 1.7722 -2.2889 0.5230 0.9 -0.1 0.1
N 0.6236 -1.8836 -0.1282 0.3 0.7 -0.7
C 0.1863 1.5987 0.8697 0.3 0.2 0.1
H 2.7923 1.6512 -0.1149 0.0 0.1 0.1
H 2.7535 2.6761 1.3516 0.0 0.0 0.0
H 3.5353 3.2745 -0.1316 0.0 0.0 0.1
H -0.6394 4.1115 -1.2198 0.0 0.1 -0.1
H -2.8641 3.1309 -0.9239 -0.1 0.0 -0.1
H -4.8067 2.3449 0.1579 0.0 0.0 0.0
H -5.2961 0.6327 0.1224 0.0 0.1 -0.1
H -4.3190 1.3022 -1.2102 0.0 0.0 0.0
H -2.2187 -0.5089 1.6474 0.2 -0.1 0.0
H -0.1049 -2.8265 3.3184 0.0 0.2 0.0
H -1.7966 -2.2550 3.3091 0.0 0.0 0.0
H -3.2402 -0.7708 -2.5651 -0.1 0.0 0.0
H -2.7443 1.0801 -4.1460 -0.1 0.0 -0.1
H -0.4971 2.0781 -4.2139 0.0 0.1 -0.1
H 1.2948 1.2137 -2.7312 0.1 0.1 0.0
H 4.8540 -0.8584 0.1998 0.1 0.1 0.0
H 5.3492 -2.6712 1.8221 0.1 0.0 0.0
H 3.6036 -4.2244 2.5390 0.0 -0.1 0.1
H 1.2948 -4.0248 1.7140 0.0 0.0 0.0
H 1.0226 1.1602 1.3854 0.0 0.0 0.0



[3]
51
Properties=species:S:1:pos:R:3:forces:R:3 method="wB97M-V/def2-TZVPD" charge=+1 e_above_lowest_ev=0.1974 energy_ev=-82361.2592 homo_ev=-11.23
Cu -0.0869 -0.5617 -2.4648 0.0 -0.2 0.1
N -0.1677 3.4859 -2.4567 -0.1 0.2 0.1
C -1.5003 3.5066 -2.0918 0.2 0.1 0.0
C -1.9035 2.2101 -2.0918 0.1 -0.3 0.0
N -0.8475 1.4005 -2.4545 -0.3 0.1 0.1
C 0.1747 2.2014 -2.6605 0.4 -0.2 -0.2
C 1.4588 1.6384 -3.0872 -0.4 0.2 0.1
N 1.5680 0.3427 -3.2803 0.3 -0.2 -0.2
C 2.8653 0.1245 -3.6996 -0.2 -0.1 0.1
C 3.5287 1.3067 -3.7556 -0.1 0.2 0.1
N 2.6157 2.2662 -3.3621 0.2 0.0 0.0
H 0.4211 4.2955 -2.5533 0.0 0.0 0.0
H -2.0171 4.4228 -1.8670 0.0 0.0 0.0
H -2.8721 1.8080 -1.8454 0.0 0.0 0.0
H 3.2308 -0.8600 -3.9365 0.0 0.0 0.0
H 4.5376 1.5565 -4.0325 0.0 0.0 0.0
H 2.8067 3.2503 -3.2797 0.0 0.0 0.0
C -0.3025 -4.6278 3.5349 0.0 0.0 0.0
C 0.7422 -3.7211 3.4345 0.0 0.0 -0.1
C 0.7702 -2.7933 2.3974 -0.1 -0.1 0.0
C -0.2569 -2.7775 1.4602 -0.1 -0.2 -0.1
C -1.3008 -3.6983 1.5561 0.1 0.0 0.0
C -1.3249 -4.6180 2.5942 0.1 0.0 0.0
Sb -0.3121 -1.3212 -0.0758 0.1 0.3 0.2
C 1.3012 -0.0911 0.5865 0.0 0.1 0.1
C 1.2691 0.8362 1.6312 0.1 -0.1 0.0
C 2.4105 1.5526 1.9746 0.0 -0.1 -0.1
C 3.6016 1.3432 1.2905 0.0 0.0 0.0
C 3.6517 0.4109 0.2636 0.0 0.0 0.0
C 2.5075 -0.2962 -0.0867 0.0 0.1 0.0
C -2.1142 -0.3390 0.4857 -0.2 0.0 0.0
C -2.2418 0.8936 1.1244 0.0 -0.1 0.0
C -3.4992 1.4249 1.3896 0.0 0.0 0.0
C -4.6453 0.7395 1.0119 0.0 0.0 0.0
C -4.5326 -0.4799 0.3585 0.1 0.0 0.0
C -3.2758 -1.0102 0.0933 -0.1 0.1 0.0
H -0.3200 -5.3466 4.3442 0.0 0.0 0.0
H 1.5421 -3.7318 4.1641 0.0 0.0 0.0
H 1.5924 -2.0917 2.3356 0.0 0.0 0.0
H -2.1044 -3.7102 0.8292 0.0 0.0 0.0
H -2.1385 -5.3288 2.6649 0.0 0.0 0.0
H 0.3743 0.9860 2.2173 0.0 0.0 0.0
H 2.3733 2.2628 2.7910 0.0 0.0 0.0
H 4.4927 1.8925 1.5688 0.0 0.0 0.0
H 4.5815 0.2272 -0.2610 0.0 0.0 0.0
H 2.5656 -1.0112 -0.9005 0.0 0.0 0.0
H -1.3740 1.4691 1.4095 0.1 0.0 0.0
H -3.5827 2.3792 1.8948 0.0 0.0 0.0
H -5.6227 1.1545 1.2227 0.0 0.0 0.0
H -5.4212 -1.0171 0.0521 0.0 0.0 0.0
H -3.2183 -1.9554 -0.4375 0.0 0.0 0.0



[4]
59
Properties=species:S:1:pos:R:3:forces:R:3 method="wB97M-V/def2-TZVPD" charge=+3 e_above_lowest_ev=0.4175 energy_ev=-83986.0068 homo_ev=-17.71
V 0.8901 0.3619 -0.6038 1.1 0.3 -0.5
C 0.3947 0.6756 5.6425 0.0 -0.1 0.0
C 0.1999 -0.6901 5.7447 0.0 0.0 0.0
C -0.4544 -1.3534 4.7124 0.0 -0.1 0.0
C -0.8635 -0.5797 3.6481 -0.1 0.1 0.3
N -0.7000 0.7301 3.5108 0.1 -0.1 -0.2
C -0.0653 1.3411 4.5105 -0.1 0.1 -0.1
N -1.5595 -1.1939 2.5793 0.3 0.4 -0.7
C -2.0241 -1.4652 1.5622 -0.1 -0.3 0.5
N -0.4988 -0.4409 -0.5600 -0.2 -0.4 -0.3
C -1.5099 -0.8793 -1.4315 -0.3 -0.1 0.6
N -1.4084 -0.6844 -2.6822 0.1 0.1 -0.1
C -0.3574 -0.0407 -3.3067 0.0 0.1 0.0
C -0.4133 -0.0057 -4.6930 0.0 0.0 0.0
C 0.5904 0.6171 -5.4152 0.0 0.0 0.0
C 1.6419 1.2119 -4.7302 0.0 0.0 0.0
C 1.6593 1.1470 -3.3566 0.0 0.0 0.0
N 0.6883 0.5363 -2.6335 -0.2 -0.1 0.3
C -2.6541 -1.6414 -0.8740 0.1 -0.1 0.1
C -3.5809 -2.1464 -1.7716 0.0 0.0 0.0
C -4.6351 -2.9461 -1.3412 0.0 0.0 0.0
C -4.7825 -3.2644 -0.0024 -0.1 -0.1 0.0
C -3.8860 -2.7659 0.9275 0.0 0.1 0.0
C -2.8300 -1.9512 0.5017 0.1 0.1 -0.3
H 0.8854 1.2302 6.4303 0.0 0.0 0.0
H 0.5411 -1.2377 6.6128 0.0 0.0 0.0
H -0.6423 -2.4176 4.7377 0.0 0.0 0.0
H 0.0693 2.4121 4.4144 0.0 0.0 0.0
H -1.2551 -0.4778 -5.1782 0.0 0.0 0.0
H 0.5536 0.6355 -6.4968 0.0 0.0 0.0
H 2.4465 1.7130 -5.2497 0.0 0.0 0.0
H 2.4741 1.5913 -2.8066 0.0 0.0 0.0
H -3.4621 -1.9281 -2.8234 0.0 0.0 0.0
H -5.3385 -3.3337 -2.0661 0.0 0.0 0.0
H -5.5964 -3.8969 0.3250 0.0 0.0 0.0
H -4.0016 -2.9985 1.9776 0.0 0.0 0.0
C 3.9964 -0.7135 1.9050 0.0 0.0 0.0
C 3.3442 -0.2359 0.6240 -0.1 0.1 0.1
O 1.9249 -0.2490 0.7164 -0.4 0.1 0.1
C 3.7315 1.2260 0.3129 0.0 0.0 0.1
F 2.7909 1.7028 -0.6523 0.0 0.0 -0.1
F 3.5574 2.0071 1.3577 0.0 0.0 -0.1
F 4.9136 1.4019 -0.2044 0.0 0.0 0.0
C 3.6490 -1.1756 -0.5598 0.0 0.0 0.0
F 2.7915 -0.7688 -1.5950 -0.1 0.0 0.0
F 3.3157 -2.4161 -0.2780 0.0 0.0 0.0
F 4.8707 -1.1166 -1.0169 0.0 0.0 0.0
H 3.6821 -0.0816 2.7321 0.0 0.0 0.0
H 5.0832 -0.6669 1.8159 0.0 0.0 0.0
H 3.7036 -1.7428 2.0977 0.0 0.0 0.0
C -0.3648 3.6545 -1.8305 0.1 0.0 -0.1
Te -0.2145 2.7418 0.0837 0.0 0.0 0.2
C -2.2800 2.3131 0.2396 0.0 0.0 -0.1
H -0.9002 4.5899 -1.6764 0.0 0.0 0.0
H -0.9120 3.0085 -2.5111 0.0 0.0 0.0
H 0.6362 3.8664 -2.1979 0.0 0.0 0.0
H -2.6182 1.7834 -0.6476 0.0 0.0 0.0
H -2.7903 3.2711 0.3231 0.0 0.0 0.0
H -2.4266 1.7367 1.1470 0.0 0.0 0.1